The following is a quantum chemistry calculation of a gas-phase ion, C10H17N2Si (charge +1), from OMol25.

Values from the calculation:
* spin multiplicity: 3
* HOMO (alpha / beta): -7.9512 / -12.3050 eV
* orbital gap (alpha / beta): 0.1607 / 0.2459 hartree
* net charge: +1
* calculated total energy: -789.80913 Ha

Each line ends with the Löwdin charge.
Element x y z (Å)
1 C -4.274050 -1.509773 -0.413584  -0.0588
2 C -3.814755 -1.707981 0.950470  -0.0641
3 C -3.867352 -0.496209 -1.292612  -0.0442
4 C -2.827827 -0.876556 1.394086  -0.1207
5 C -2.805320 0.343384 -0.818099  -0.1040
6 C -2.327377 0.091673 0.479628  -0.2911
7 C 1.855585 0.267217 0.371470  -0.0108
8 C 4.135776 -0.312203 -0.057524  -0.0141
9 C 2.395843 -1.673008 -1.040547  0.0197
10 C -0.880746 3.053236 0.011063  -0.1642
11 N 2.700212 -0.563684 -0.137803  -0.1865
12 N 0.329464 0.348297 0.241330  -0.0383
13 Si -0.923439 1.330498 1.055042  0.6949
14 H -4.997053 -2.282690 -0.791635  0.1235
15 H -4.237164 -2.470863 1.629381  0.1211
16 H -4.376998 -0.363185 -2.183345  0.0831
17 H -2.201122 -0.969837 2.275997  0.0987
18 H -2.273979 1.091553 -1.393158  0.0785
19 H 2.418961 1.056590 0.880882  0.1466
20 H 4.530138 0.244389 -0.937674  0.1226
21 H 4.250608 0.233880 0.840285  0.0754
22 H 4.777776 -1.294020 -0.003849  0.1490
23 H 2.705898 -1.318983 -2.010244  0.1171
24 H 2.947769 -2.535829 -0.648297  0.1169
25 H 1.400108 -1.941051 -1.028990  0.0634
26 H 0.055223 3.438789 0.179881  -0.0181
27 H -1.207480 2.902084 -0.996509  0.0080
28 H -1.671006 3.534020 0.513047  0.0024
29 H -0.022249 -0.632192 0.007840  0.1010
30 H -0.771801 1.910030 2.430735  -0.0070

Atomic forces in eV per Å
C -2.25 -1.14 -2.63
C 0.98 -0.09 2.64
C 2.48 1.04 3.41
C 0.94 0.08 -1.26
C -3.07 -1.11 -4.13
C 2.68 1.18 4.93
C -3.92 1.42 -0.09
C 1.62 -1.42 -0.52
C 1.61 0.20 0.84
C -2.00 -4.12 1.06
N -0.74 -0.92 -0.92
N 6.16 -3.35 0.33
Si -1.42 1.62 -2.14
H 0.75 0.99 0.32
H 0.14 0.46 -0.76
H -0.54 0.18 -1.78
H -0.88 -0.28 0.46
H -0.50 -0.13 -0.38
H -1.04 0.19 0.17
H -0.58 -0.25 0.56
H 0.79 0.67 0.80
H -1.64 1.75 0.06
H 0.16 -0.47 -0.51
H 0.09 0.19 -0.59
H -2.24 -0.26 -0.08
H 2.06 1.35 0.07
H 0.39 0.07 -0.72
H -0.74 1.35 0.68
H 0.47 1.83 0.26
H 0.21 -1.02 -0.08